Entry 1:
Formula: C20H27N3O3
Source: the Open Molecules 2025 dataset
Level of theory: ωB97M-V/def2-TZVPD

energy relative to the best compared isomer or geometry (same formula, charge and spin) = 2.541 eV
total charge = 0
HOMO-LUMO gap = 0.300 Ha
LUMO level = 0.2743 eV
SMILES = CCOC(=O)c1cnc2c(C)c(C)ccc2c1NCCN1CCOCC1
largest force on an atom = 0.73 eV Å⁻¹

XYZ file:
```
53
Properties=species:S:1:pos:R:3:forces:R:3
C 3.795144 1.515809 0.721839 -0.26 0.08 0.17
O -4.013265 1.623473 -1.524590 -0.15 -0.11 0.04
C 2.529090 1.202426 1.138733 0.08 0.13 0.10
C 0.513275 -0.296386 0.998041 -0.24 -0.44 0.00
H 5.856468 1.292553 -1.762287 0.08 0.02 -0.07
N 2.045583 -1.909177 -0.763103 0.07 -0.47 -0.26
H 3.907811 -2.105037 -1.977615 0.11 -0.02 -0.07
H 0.524961 -3.236609 -0.724796 -0.09 -0.04 0.01
C -1.710826 1.147460 -0.934791 -0.28 0.03 -0.37
C -0.443710 1.856779 1.935926 0.33 0.57 -0.33
H -2.027291 0.338895 -0.257304 0.05 -0.01 -0.05
H -3.998292 -1.848823 -0.345567 -0.05 0.08 0.02
C -2.753971 1.269349 -2.047595 0.40 -0.21 0.00
H -4.934797 3.035599 -0.432858 0.06 0.05 -0.01
N -0.308104 0.426430 1.791233 -0.37 -0.35 0.19
C -0.480898 2.630993 0.595616 0.04 -0.08 0.32
N -1.623820 2.427755 -0.259542 -0.11 -0.05 -0.01
H 4.782130 -0.705890 -2.630265 0.08 0.01 -0.10
C -3.933642 -2.893461 -0.640673 0.38 -0.07 0.18
H -4.916298 -3.345927 -0.543158 -0.13 -0.04 -0.02
C 0.878390 -2.285847 -0.349984 -0.04 0.07 0.00
C 0.047660 -1.542605 0.514418 0.27 0.24 0.00
H -3.231481 -3.544476 1.298445 0.07 -0.11 -0.19
H -3.642203 3.649417 -1.509579 -0.03 -0.03 0.08
C -2.940590 -3.632597 0.246313 -0.62 -0.08 0.16
C -3.933904 2.841186 -0.822052 0.00 0.21 0.34
C 4.548592 -1.266643 -1.725829 -0.04 -0.01 0.00
H 2.076395 1.813765 1.898077 -0.07 0.08 0.05
H -2.872297 -4.685923 -0.033894 0.02 0.12 0.07
H -2.842694 3.730919 0.815080 -0.04 0.02 0.04
O -2.075203 -1.542216 1.605279 0.03 -0.17 -0.16
C 5.838140 1.135968 -0.684290 -0.04 -0.03 0.01
H 4.291950 2.379056 1.141675 0.04 0.08 0.05
H 6.554643 0.347797 -0.454990 0.11 -0.02 -0.03
C -2.912095 2.762598 0.315433 -0.15 0.02 -0.33
H -1.379092 2.028110 2.472493 0.08 -0.05 0.02
H -3.618611 -2.945679 -1.680230 -0.03 -0.02 -0.11
H -1.170402 -0.086293 1.979785 0.20 0.09 0.00
O -1.620034 -3.121222 0.082607 0.31 0.09 -0.08
H 0.410411 2.383042 0.013818 0.01 0.10 0.06
C 3.852525 -0.390014 -0.732933 0.19 0.22 0.05
C -1.293698 -2.040552 0.804320 -0.25 0.12 0.23
H -0.738947 0.894514 -1.363207 0.01 -0.04 0.00
C 1.849534 0.083911 0.625357 0.24 -0.15 -0.30
C 2.555315 -0.743958 -0.291992 -0.30 0.35 0.35
H -0.445275 3.698618 0.835810 0.12 -0.01 0.02
H -3.255242 2.004264 1.040267 0.00 0.07 0.03
H -2.890326 0.313927 -2.556849 0.05 0.04 -0.01
H 0.354842 2.274693 2.556250 -0.15 0.04 0.01
H 5.485105 -1.640763 -1.314091 0.12 -0.05 -0.03
H 6.159858 2.051265 -0.194010 0.05 0.04 0.00
C 4.465466 0.743750 -0.234196 -0.16 -0.25 -0.11
H -2.423159 2.029154 -2.771352 0.00 -0.08 0.03
```
Forces are in eV/Å.

***

Entry 2:
Formula: CH4S3
Source: the Open Molecules 2025 dataset
Level of theory: ωB97M-V/def2-TZVPD

energy relative to the best compared isomer or geometry (same formula, charge and spin) = 2.070 eV
total charge = 0
HOMO-LUMO gap = 0.301 Ha
LUMO level = -0.4058 eV
largest force on an atom = 3.51 eV Å⁻¹

XYZ file:
```
8
Properties=species:S:1:pos:R:3:forces:R:3
S 0.940403 -1.747028 0.220978 1.18 1.66 1.97
C 0.401173 -0.081820 -0.178115 -2.95 -1.77 -0.68
H 1.546905 -1.464462 1.509561 -0.96 -0.39 -1.93
H -2.351842 0.114233 -0.890467 0.03 0.09 -0.31
S 1.131231 1.404791 0.413839 1.19 -1.78 0.68
H 0.228737 2.069319 -0.188729 -1.35 1.46 -0.88
S -1.941398 -0.133267 0.351174 1.97 0.17 0.14
H 0.044789 -0.161768 -1.238239 0.88 0.57 1.01
```
Forces are in eV/Å.

***

Entry 3:
Formula: C5H14NO2
Source: the Open Molecules 2025 dataset
Level of theory: ωB97M-V/def2-TZVPD

energy relative to the best compared isomer or geometry (same formula, charge and spin) = 0.624 eV
total charge = -1
HOMO-LUMO gap = 0.270 Ha
LUMO level = 3.8577 eV
largest force on an atom = 1.89 eV Å⁻¹

XYZ file:
```
22
Properties=species:S:1:pos:R:3:forces:R:3
N -0.208747 -1.277033 -0.845103 -0.18 -0.33 0.74
H 2.354775 1.761203 1.248353 -0.01 0.26 0.42
C -1.545862 -0.621759 -0.953921 -0.16 1.01 -1.59
C 1.233198 0.730766 -0.279347 -1.15 -0.44 1.14
H 1.580511 -2.269063 1.286105 -0.06 -0.62 -0.57
H 2.069258 -2.173641 -0.482905 0.37 -0.29 0.03
H 2.674655 -1.056271 0.837051 0.29 -0.07 -0.50
C 1.841301 -1.638920 0.428588 -0.72 0.89 1.42
O -3.988973 1.147858 0.051973 0.41 -0.57 1.02
H 0.251352 -1.266384 -1.740796 0.06 0.14 -0.18
H -2.395629 -1.295234 -0.707640 0.49 -0.15 0.69
H 0.927777 2.683824 0.668524 0.09 0.13 0.13
H 0.462035 1.072389 -0.957999 0.26 0.40 -0.30
H -2.965717 0.866324 -0.206168 -0.31 0.59 -0.15
C 1.312877 1.704716 0.939677 0.14 -0.91 -1.12
H -1.666373 -0.521590 -2.057973 -0.09 -0.21 -0.18
H -3.887260 0.918405 0.999423 -0.49 0.32 -0.68
O -1.638240 0.616844 -0.389279 0.22 -0.77 0.27
H 0.020921 -0.577851 1.029064 0.27 0.30 0.18
H 2.216552 0.604899 -0.735375 -0.05 0.02 -0.27
C 0.665516 -0.676119 0.157553 0.59 -0.02 -0.83
H 0.686074 1.266636 1.710197 0.03 0.32 0.33
```
Forces are in eV/Å.

***

Entry 4:
Formula: C2H2NO2S
Source: the Open Molecules 2025 dataset
Level of theory: ωB97M-V/def2-TZVPD

energy relative to the best compared isomer or geometry (same formula, charge and spin) = 5.367 eV
total charge = -1
HOMO-LUMO gap = 0.244 Ha
LUMO level = 3.7501 eV
largest force on an atom = 2.96 eV Å⁻¹

XYZ file:
```
8
Properties=species:S:1:pos:R:3:forces:R:3
H 1.259516 0.105828 -1.309791 1.70 -0.39 -1.66
N 1.213421 0.770520 0.790513 1.97 -0.01 0.71
S -1.660842 0.200629 0.486831 0.16 1.89 -1.42
H 0.264414 -1.378758 0.892418 0.53 1.55 0.40
O -1.919182 -1.167955 -0.027017 -0.36 -0.71 -0.42
O -0.368077 1.280467 -0.948820 -1.82 -1.64 1.66
C 0.521999 -0.296240 0.655035 -0.66 -1.63 -0.36
C 0.688750 0.485512 -0.539166 -1.52 0.95 1.09
```
Forces are in eV/Å.